DFT (ωB97M-V/def2-TZVPD) results for a single C3H5N molecule in a non-equilibrium geometry.

Geometry as ORCA input:
```
! wB97M-V def2-TZVPD RIJCOSX def2/J DEFGRID3
* xyz 0 1
C 0.993 -0.715 0.480
C 0.072 0.051 -0.346
N -0.206 0.511 -1.480
C -1.176 0.796 -0.369
H 0.473 -1.581 0.892
H 1.329 -0.100 1.316
H 1.853 -1.046 -0.101
H -2.124 0.274 -0.397
H -1.214 1.811 0.004
*
```

The energy above the lowest of the compared OMol25 structures with the same formula, charge and spin is 38.3 kcal per mole. The value obtained for the largest force on an atom is 1.318 eV/Å. The value obtained for the LUMO energy is 1.030 eV. For the HOMO-LUMO gap, the calculation gives 0.3975 Ha. As for the total energy: -171.993964 Ha. Its structure (SMILES) is CC1=NC1. Its highest occupied orbital energy is -9.79 eV.

Atom charges from the natural (NBO) analysis, given in e for atoms 1 to 4:
1. C -0.67
2. C 0.26
3. N -0.32
4. C -0.33

---

DFT (ωB97M-V/def2-TZVPD) results for a gas-phase ion, C3H5N2 (charge +1) in a non-equilibrium geometry.

Geometry as ORCA input:
```
! wB97M-V def2-TZVPD RIJCOSX def2/J DEFGRID3
* xyz 1 1
C 1.310 -0.232 0.749
C 0.564 -0.431 -0.307
C -0.533 0.522 -0.652
N -1.650 0.258 0.118
N -2.443 -0.097 0.815
H 2.079 -0.883 1.060
H 0.881 0.156 1.614
H 0.668 -1.235 -1.020
H -0.088 1.541 -0.636
H -0.788 0.401 -1.742
*
```

The energy above the lowest of the compared OMol25 structures with the same formula, charge and spin is 90.8 kcal per mole. The value obtained for the largest force on an atom is 4.850 eV/Å. The value obtained for the LUMO energy is -5.948 eV. For the HOMO-LUMO gap, the calculation gives 0.3530 Ha. As for the total energy: -226.447677 Ha. Its structure (SMILES) is C=CC[N+]#N. Its highest occupied orbital energy is -15.55 eV.

Atom charges from the natural (NBO) analysis, given in e for atoms 1 to 4:
1. C -0.28
2. C -0.22
3. C -0.39
4. N 0.17

---

DFT (ωB97M-V/def2-TZVPD) results for 2 unconnected molecules or ions with the total composition C3H5N2 in a non-equilibrium geometry.

Geometry as ORCA input:
```
! wB97M-V def2-TZVPD RIJCOSX def2/J DEFGRID3
* xyz 1 1
C -1.592 0.034 -0.002
C 0.640 0.714 -0.017
C 0.463 -0.723 -0.007
N -0.704 1.052 0.098
N -0.806 -1.099 -0.048
H 1.162 1.298 0.757
H 1.270 0.782 -1.026
H 2.001 -2.046 0.337
H -1.249 2.012 0.108
H -1.186 -2.023 -0.200
*
```

The energy above the lowest of the compared OMol25 structures with the same formula, charge and spin is 180.3 kcal per mole. The value obtained for the largest force on an atom is 6.272 eV/Å. The value obtained for the LUMO energy (alpha / beta) is -6.395 / -6.977 eV. For the HOMO-LUMO gap (alpha / beta), the calculation gives 0.2941 / 0.2696 Ha. As for the total energy: -226.304971 Ha. Its highest occupied orbital energy (alpha / beta) is -14.40 / -14.31 eV.

Atom charges from the natural (NBO) analysis, given in e for atoms 1 to 4:
1. C 0.28
2. C -0.43
3. C 0.40
4. N -0.58

---

DFT (ωB97M-V/def2-TZVPD) results for a gas-phase ion, C3H5N2 (charge +1) in a non-equilibrium geometry.

Geometry as ORCA input:
```
! wB97M-V def2-TZVPD RIJCOSX def2/J DEFGRID3
* xyz 1 1
N -2.894 1.068 -0.637
C -1.867 0.706 -0.330
C -0.419 0.465 0.530
C 1.016 -0.258 0.347
N 1.105 -0.896 -0.763
H -0.781 0.001 1.458
H -0.152 1.494 0.814
H 1.801 -0.261 1.082
H 0.304 -0.862 -1.402
H 1.887 -1.458 -1.099
*
```

The energy above the lowest of the compared OMol25 structures with the same formula, charge and spin is 82.1 kcal per mole. The value obtained for the largest force on an atom is 6.805 eV/Å. The value obtained for the LUMO energy is -6.055 eV. For the HOMO-LUMO gap, the calculation gives 0.3887 Ha. As for the total energy: -226.461457 Ha. Its structure (SMILES) is N#CCC=[NH2+]. Its highest occupied orbital energy is -16.63 eV.

Atom charges from the natural (NBO) analysis, given in e for atoms 1 to 4:
1. N -0.22
2. C 0.24
3. C -0.54
4. C 0.34